Below is 4 unconnected molecules or ions with the total composition C4H16O3S, with properties calculated with ωB97M-V/def2-TZVPD.

Computed properties:
Relative energy (zero: lowest compared OMol25 entry of this formula, charge and spin): 48.4 kcal/mol
M: 144.2 g/mol
SMILES: CCCCS.O.O.O
F_max: 5.71 eV/A
Spin multiplicity: 1

Positions of all 24 atoms, in Å:
C -0.121849 1.077830 -2.594689
C 0.302861 0.054931 -1.523338
C 0.593635 0.796200 -0.279314
C 0.646234 -0.460604 0.700357
S 1.089457 0.061442 2.375935
H -0.837242 0.825832 -3.360891
H -0.618328 1.924664 -2.069143
H 0.794605 1.429373 -2.994764
H 1.192850 -0.528836 -1.930433
H -0.417304 -0.764269 -1.453461
H -0.241031 1.509283 0.110109
H 1.528716 1.418736 -0.410132
H 1.406404 -1.066785 0.314868
H -0.335428 -0.939385 0.787567
H 2.251835 0.953380 2.222179
O 0.696695 -5.741856 -3.301441
H 1.689638 -5.602022 -3.512967
H 0.460852 -4.842293 -2.973546
O -1.700738 3.681273 0.652931
H -0.872854 3.933576 1.114152
H -2.417641 3.932693 1.111764
O -1.810491 -0.406759 6.047170
H -2.362943 -0.624600 5.375347
H -0.917933 -0.621805 5.591740

Cartesian forces (eV/Å) of the 2 atoms listed first:
-0.77 0.61 1.21
-0.28 -0.31 -3.47

---

Below is C4H6O2 in the gas phase, with properties calculated with ωB97M-V/def2-TZVPD.

Computed properties:
Relative energy (zero: lowest compared OMol25 entry of this formula, charge and spin): 124.5 kcal/mol
M: 86.1 g/mol
F_max: 1.52 eV/A
Spin multiplicity: 1

Positions of all 12 atoms, in Å:
O 2.371510 -1.301041 0.416908
C 1.280173 -0.793472 0.604531
C 0.434356 -0.128637 -0.455933
C -1.074828 -0.410567 -0.300771
O -1.568434 0.864310 0.256303
C 0.257596 1.380112 -0.204713
H 0.832470 -0.719937 1.631616
H 0.843847 -0.339534 -1.453835
H -1.580215 -0.643490 -1.247163
H -1.305436 -1.184875 0.438280
H 0.684704 1.699473 0.763936
H -1.175738 1.577660 -0.449158

Cartesian forces (eV/Å) of the 2 atoms listed first:
-1.38 0.60 0.21
0.84 -0.30 -0.05

---

Below is 5 unconnected molecules or ions with the total composition C18H45BrNO6, with properties calculated with ωB97M-V/def2-TZVPD.

Computed properties:
Relative energy (zero: lowest compared OMol25 entry of this formula, charge and spin): 28.7 kcal/mol
M: 451.5 g/mol
F_max: 3.21 eV/A
Charge: +1
Spin multiplicity: 1

Positions of all 71 atoms, in Å:
C 1.478959 1.444794 1.530097
C 1.680825 0.790802 0.094529
C 1.850578 1.854829 -1.031089
C 0.487218 2.597250 -1.266137
O 0.492442 3.973298 -0.787350
N -0.722853 4.361278 -0.266413
C -0.972959 4.103758 1.216701
O -2.359729 4.332393 1.391744
C -3.060998 4.297645 0.123439
C -4.151272 3.179700 0.001160
C -3.703431 1.821821 0.652961
C -3.874884 0.597326 -0.297724
Br -2.123924 -0.146329 -0.904499
C -1.974739 4.192386 -1.045633
H 0.424931 1.293097 1.858801
H 1.741267 2.520854 1.487727
H 2.120039 0.915550 2.258658
H 0.756476 0.200257 -0.096149
H 2.526980 0.080423 0.142578
H 2.692489 2.552013 -0.857589
H 2.058764 1.295975 -1.971896
H 0.338538 2.652407 -2.370030
H -0.310469 1.968648 -0.806273
H -0.623463 5.386097 -0.259787
H -0.777518 3.032113 1.407605
H -0.327938 4.846232 1.726369
H -3.593083 5.275431 0.111448
H -4.353519 3.017239 -1.082462
H -5.097119 3.493000 0.487251
H -2.658680 1.909974 1.014752
H -4.320432 1.622084 1.556989
H -4.455347 0.838859 -1.206894
H -4.388054 -0.238619 0.213542
H -2.213968 5.053777 -1.694427
H -2.211036 3.210130 -1.488079
C 7.010905 2.647606 0.600286
C 5.666143 2.493451 -0.082419
O 4.638122 2.240587 0.876765
H 7.256968 1.747396 1.165382
H 7.801331 2.832349 -0.129000
H 6.990384 3.477476 1.311423
H 5.684297 1.651896 -0.775531
H 5.411148 3.398614 -0.644883
H 4.616926 2.987396 1.481767
C -0.192125 -1.443538 -5.276105
C -1.463018 -2.208741 -4.959526
O -1.498112 -2.579435 -3.584006
H 0.685659 -2.048008 -5.041578
H -0.155265 -1.163930 -6.330687
H -0.127583 -0.534440 -4.670260
H -1.514628 -3.123700 -5.548885
H -2.347366 -1.603590 -5.185388
H -1.463018 -1.771948 -3.063637
C -2.074263 -3.958323 0.612261
C -0.885492 -4.860946 0.347195
O -1.112241 -5.657295 -0.812294
H -2.980976 -4.550206 0.750804
H -1.911081 -3.348949 1.504271
H -2.251019 -3.295835 -0.238925
H -0.725029 -5.532937 1.186782
H 0.025968 -4.271009 0.198233
H -1.244889 -5.060719 -1.556206
C 1.030733 -6.483338 4.946110
C 0.064881 -6.076174 3.850130
O 0.419666 -4.803637 3.311146
H 1.035620 -5.740573 5.745669
H 0.758600 -7.452587 5.367771
H 2.051057 -6.544689 4.558694
H -0.948239 -5.995906 4.244668
H 0.062772 -6.815142 3.041688
H 1.309073 -4.877670 2.954362

Cartesian forces (eV/Å) of the 2 atoms listed first:
0.00 -0.62 -0.75
-0.22 0.54 0.92

---

Below is 12 unconnected molecules or ions with the total composition C36H98O18P2, with properties calculated with ωB97M-V/def2-TZVPD.

Computed properties:
M: 881.1 g/mol
Energy: -3467.52412 Eh
SMILES: COP(=O)(OC)OC.COP(=O)(OC)OC.CC(C)O.CC(C)O.CC(C)O.CC(C)O.CC(C)O.CC(C)O.CC(C)O.CC(C)O.CC(C)O.CC(C)O
F_max: 4.08 eV/A
Spin multiplicity: 1

Positions of all 154 atoms, in Å:
C -1.786286 -0.681928 4.413195
O -0.881474 -0.475900 5.605530
P 0.542466 0.208216 5.539534
O 1.055406 0.455693 6.893346
O 1.316013 -0.686776 4.523649
C 2.615210 -0.293306 4.043602
O 0.484694 1.651454 4.747155
C -0.041547 2.710591 5.564116
H -2.814296 -0.782216 4.802585
H -1.454910 -1.493202 3.859981
H -1.873066 0.204687 3.805676
H 2.647785 0.830144 4.064577
H 2.803311 -0.568571 3.028224
H 3.296423 -0.840064 4.630927
H -0.954910 2.426114 6.035308
H -0.195687 3.559654 4.890601
H 0.641662 2.981336 6.392842
C -3.282198 -0.762031 -2.269165
O -3.504801 -1.964823 -3.046155
P -3.153173 -3.425764 -2.535429
O -2.093637 -3.528854 -1.529239
O -4.519024 -4.079711 -2.262273
C -4.514022 -5.542268 -1.922736
O -2.733809 -4.180448 -3.861805
C -3.588775 -4.105239 -5.002224
H -4.196727 -0.143677 -2.323200
H -2.507605 -0.163215 -2.626669
H -2.964388 -0.970909 -1.254587
H -4.713256 -5.637108 -0.913306
H -3.517497 -5.999758 -2.095808
H -5.199657 -6.073273 -2.603535
H -4.260384 -3.237579 -4.987622
H -4.268023 -4.987784 -5.028716
H -2.916898 -4.096707 -5.864268
C 2.332315 2.035800 -3.574682
C 2.312673 3.422420 -4.267899
C 3.613296 4.224066 -4.178434
O 2.171006 3.170184 -5.714669
H 3.088591 1.487099 -4.139051
H 1.400565 1.455680 -3.570327
H 2.643549 2.101386 -2.510002
H 1.456377 4.027078 -3.955179
H 3.485448 5.138858 -4.739488
H 4.442754 3.522820 -4.497803
H 3.715405 4.497493 -3.130193
H 1.253784 3.048910 -5.927270
C -5.779113 -0.994208 0.577660
C -5.240608 -1.389533 1.994140
C -5.628558 -2.839568 2.418004
O -3.802259 -1.381154 1.932439
H -5.512114 -1.824569 -0.112621
H -5.365891 -0.029985 0.362649
H -6.863748 -0.812281 0.552407
H -5.556826 -0.630354 2.697672
H -5.350083 -3.562038 1.714276
H -6.731533 -2.873768 2.496101
H -5.316504 -3.139844 3.429571
H -3.511927 -2.190801 1.598454
C 1.707365 -0.078143 0.199104
C 0.263544 -0.470777 0.019106
C -0.695451 -0.090892 1.146413
O -0.406549 0.123423 -1.211444
H 2.180246 -0.194890 -0.744165
H 2.178318 -0.604974 0.976622
H 1.699766 0.984894 0.452286
H 0.264588 -1.556805 -0.141236
H -1.721445 -0.548781 0.990605
H -0.855755 0.976642 1.109583
H -0.310557 -0.403157 2.124316
H -0.630690 1.045877 -1.001377
C -4.928476 3.166955 2.097936
C -3.636824 2.473840 2.465967
C -2.493479 3.509393 2.629461
O -3.763399 1.671368 3.647665
H -4.737379 3.828231 1.277807
H -5.316109 3.674722 2.990764
H -5.623659 2.376683 1.873267
H -3.437078 1.715394 1.683833
H -2.756613 4.221859 3.427641
H -2.370828 4.034500 1.627550
H -1.608944 2.922808 2.979111
H -3.694727 2.228390 4.465605
C -2.014611 5.084743 -1.922082
C -0.943578 4.013902 -1.857200
C 0.309137 4.626152 -1.550157
O -1.278350 3.101537 -0.730836
H -1.942437 5.646040 -2.814093
H -1.938142 5.708465 -0.998063
H -2.965107 4.614291 -2.139760
H -0.971150 3.329185 -2.692849
H 0.421931 5.390169 -2.371410
H 1.164241 3.959048 -1.593063
H 0.302118 5.316467 -0.687062
H -0.750371 3.371589 0.013956
C 3.358373 3.132155 2.280636
C 2.930710 4.020553 1.062624
C 2.893346 5.496318 1.143707
O 3.656211 3.586683 -0.081504
H 2.691443 3.430102 3.067285
H 4.477928 3.239714 2.515464
H 3.253869 2.127552 2.045628
H 1.867141 3.702017 0.918639
H 3.831586 5.975759 1.337115
H 2.220443 5.806748 1.961184
H 2.363893 5.974263 0.297379
H 3.740861 4.269414 -0.747711
C 6.533483 1.314211 -2.287499
C 6.881513 0.592642 -1.025465
C 6.440999 1.406560 0.183271
O 6.147488 -0.703917 -0.973139
H 7.071109 0.845025 -3.147776
H 6.828398 2.392867 -2.371181
H 5.462317 1.175125 -2.433200
H 7.892389 0.157484 -1.051016
H 6.527218 0.751754 1.093013
H 5.415922 1.712742 0.166679
H 7.040490 2.285567 0.229887
H 5.210665 -0.441779 -0.905252
C 0.952625 -2.779805 -3.752746
C 0.611914 -1.441072 -4.482513
C 0.451310 -1.614551 -5.977837
O -0.581358 -0.853540 -3.930583
H 0.919400 -2.551688 -2.716929
H 1.934255 -3.182427 -4.011499
H 0.250780 -3.637044 -4.034308
H 1.518812 -0.770747 -4.318262
H -0.388726 -2.302748 -6.196092
H 1.336532 -1.995249 -6.502956
H 0.167554 -0.633048 -6.414923
H -0.427483 -0.659635 -2.953418
C 2.540886 -3.634994 -0.339425
C 3.120803 -3.445497 1.086466
C 3.809987 -4.697672 1.596949
O 4.064122 -2.339719 1.105559
H 1.873917 -2.829305 -0.656965
H 1.961288 -4.542125 -0.313867
H 3.363976 -3.737835 -1.019525
H 2.304567 -3.135193 1.747014
H 3.050668 -5.490833 1.614346
H 4.141864 -4.392901 2.567857
H 4.674316 -4.918777 1.018081
H 4.826537 -2.687392 0.675087
C -0.645897 -3.714711 1.655659
C -1.957312 -4.481379 1.856868
C -2.385734 -4.498994 3.282297
O -3.002479 -3.956744 0.977341
H -0.763392 -2.696655 1.825259
H -0.298943 -3.899441 0.584672
H 0.138740 -4.114880 2.261324
H -1.805760 -5.483769 1.477404
H -3.320581 -5.032221 3.498414
H -2.542265 -3.523766 3.547080
H -1.520213 -4.866982 3.855146
H -2.535568 -3.644833 0.196586

Cartesian forces (eV/Å) of the 2 atoms listed first:
-0.54 1.85 2.24
-0.75 0.27 -1.45